(1)
Formula: C14H38F6HfO23S5Sn
Source: the Open Molecules 2025 dataset
Level of theory: ωB97M-V/def2-TZVPD

```
! wB97M-V def2-TZVPD RIJCOSX def2/J DEFGRID3
* xyz 4 1
H -10.067 11.568 -15.020
F -16.443 16.025 -14.888
F -15.696 16.954 -16.732
H -15.824 5.159 -13.445
O -9.555 9.268 -16.474
O -13.795 14.810 -15.672
H -10.402 9.913 -21.319
O -13.881 6.622 -20.406
C -16.926 6.885 -12.694
O -11.300 14.500 -16.917
H -12.523 10.908 -14.269
O -10.902 12.817 -23.155
C -15.289 8.476 -20.503
H -11.195 6.580 -18.836
O -12.643 11.830 -13.887
H -17.887 6.443 -12.443
C -10.816 6.825 -19.831
O -12.393 10.873 -22.761
C -16.249 15.919 -16.175
H -16.374 6.814 -11.751
H -15.021 9.516 -20.326
H -10.438 14.435 -24.237
O -15.750 13.312 -15.595
O -15.441 7.698 -19.322
F -17.342 15.626 -16.837
H -15.730 12.683 -19.007
H -12.653 6.682 -15.409
H -8.226 12.372 -23.644
O -14.517 5.860 -18.401
O -9.084 8.598 -19.017
H -10.050 11.659 -21.018
O -15.681 8.422 -15.370
H -9.788 12.518 -16.209
O -12.902 12.553 -16.385
H -9.080 4.276 -18.590
H -14.190 6.347 -16.349
C -9.994 10.834 -21.723
H -13.252 11.705 -13.137
O -16.551 12.178 -18.947
H -9.060 9.165 -17.314
O -14.709 6.867 -13.685
H -10.453 9.440 -16.768
F -12.355 10.406 -19.431
C -14.641 6.627 -19.308
O -14.869 14.094 -17.732
O -8.482 7.300 -21.032
H -11.888 15.006 -17.511
H -13.351 8.457 -21.347
O -12.128 10.274 -16.603
Sn -17.265 10.667 -16.491
C -8.594 13.394 -23.766
O -8.463 6.223 -18.747
H -17.034 7.939 -12.954
H -8.979 10.786 -22.107
S -15.101 14.378 -16.341
H -10.644 14.083 -17.502
S -13.107 11.234 -17.043
H -8.715 4.844 -20.269
S -14.435 8.025 -14.748
O -10.470 10.636 -24.341
H -14.404 7.442 -22.277
C -13.515 7.096 -15.934
O -14.479 10.778 -16.898
C -6.976 4.346 -19.161
C -14.162 7.730 -21.257
H -8.408 13.928 -22.835
C -8.406 4.854 -19.222
H -10.924 5.863 -20.328
H -7.967 13.790 -24.565
H -13.100 7.726 -16.715
H -10.259 13.027 -25.159
C -10.063 13.412 -24.158
H -6.333 5.209 -19.340
H -16.254 8.395 -21.004
O -13.579 8.996 -14.086
F -13.942 11.820 -19.485
H -16.497 6.138 -14.648
C -12.796 11.514 -18.902
Hf -11.956 13.987 -14.704
F -11.955 12.528 -19.035
S -11.026 11.190 -23.155
H -11.330 7.682 -20.253
H -6.683 3.954 -18.188
H -17.194 12.678 -19.471
S -9.086 7.325 -19.727
O -10.302 12.452 -15.387
H -6.820 3.570 -19.906
C -15.976 6.209 -13.689
*
```

E = -139800.071 eV
Kohn-Sham gap = 1.83 eV

---

(2)
Formula: C4H8N6O
Source: the Open Molecules 2025 dataset
Level of theory: ωB97M-V/def2-TZVPD

```
! wB97M-V def2-TZVPD RIJCOSX def2/J DEFGRID3
* xyz 0 1
N 0.487 1.434 0.157
H -1.901 -1.563 1.066
H -0.894 0.030 2.656
C 0.635 0.108 -1.716
N -0.521 0.765 2.037
C 1.046 -0.128 -3.112
H 0.309 1.760 3.537
C -0.075 -1.025 -1.033
N -1.084 -1.721 1.000
H 0.431 -0.389 -3.764
N -0.406 -0.803 0.297
H 1.587 -1.016 -3.154
N 0.900 1.211 -1.105
O -0.347 -2.136 -1.622
H -0.504 -2.024 1.829
C -0.124 0.500 0.867
N -0.278 1.953 2.596
H 1.748 0.547 -3.498
H -1.008 2.495 2.959
*
```

SMILES = Cc1nnc(NN)n(N)c1=O
Energy relative to the best compared isomer or geometry (same formula, charge and spin) = 30.47 kcal per mole
E = -15260.273 eV
Kohn-Sham gap = 8.53 eV

---

(3)
Formula: C8H7MnN2O5S
Source: the Open Molecules 2025 dataset
Level of theory: ωB97M-V/def2-TZVPD

```
! wB97M-V def2-TZVPD RIJCOSX def2/J DEFGRID3
* xyz 2 5
C -2.681 0.946 1.404
C -0.577 -0.046 1.382
N -0.475 1.053 2.147
S 0.694 -1.174 1.118
N -1.835 -0.127 0.912
Mn 0.847 -1.383 -1.138
H 0.404 1.344 2.560
C 2.640 -2.280 -1.784
O -0.495 1.102 -1.967
H -2.031 1.956 3.230
O 3.389 -3.206 -1.939
H -3.133 1.486 0.567
O 3.805 3.599 0.323
H -2.184 -0.925 0.391
H -1.576 2.798 1.728
O 1.897 -1.307 -3.977
H 2.478 -1.506 -0.630
C -0.313 -2.656 -1.594
C -1.710 1.816 2.195
C 3.556 2.955 -0.589
O -1.067 -3.516 -1.834
H -3.478 0.542 2.036
C 0.061 0.102 -1.720
C 1.781 -1.573 -2.823
*
```

Energy relative to the best compared isomer or geometry (same formula, charge and spin) = 45.04 kcal per mole
E = -63759.615 eV
Kohn-Sham gap (alpha / beta) = 7.35 / 5.86 eV

---

(4)
Formula: C66H87BF4N7O34S4
Source: the Open Molecules 2025 dataset
Level of theory: ωB97M-V/def2-TZVPD

```
! wB97M-V def2-TZVPD RIJCOSX def2/J DEFGRID3
* xyz 1 1
H 5.494 6.142 -9.015
H 8.946 -2.548 -1.597
S 8.670 -1.991 0.868
C -2.018 -15.034 6.305
C -12.382 -7.815 4.488
O 9.717 15.499 -5.201
O 5.632 -0.539 7.203
H 0.775 -2.691 2.588
H -4.495 10.182 -7.382
C -2.167 -12.561 5.121
O 1.846 -7.183 -1.779
C 5.292 -1.203 8.179
H 1.385 5.958 -4.145
C -10.665 -4.062 -1.203
C -0.588 11.771 5.175
H -2.090 -11.496 4.960
H 0.044 -15.041 5.967
H 5.976 13.555 -4.464
F 3.193 6.587 6.863
H -3.231 10.282 -6.104
O -8.255 -7.899 3.796
C -10.666 -6.091 5.718
N -0.302 11.635 2.711
C -4.139 -2.179 12.987
H -1.392 -9.292 -1.516
H -0.734 -3.907 -6.656
H 3.629 -9.502 -1.332
C 6.680 13.891 -3.702
H 6.758 -4.809 3.048
C 2.050 5.074 -9.982
H -4.801 5.769 -6.519
H -0.982 2.593 -1.270
C -0.160 12.381 3.995
H 2.242 -10.626 -1.784
H -2.875 9.653 -7.738
C -12.015 -6.022 5.948
H 9.463 -4.744 1.709
H -0.528 14.526 7.034
H 2.546 -8.454 -7.864
H 8.661 14.010 -3.385
C -0.129 -2.296 2.124
H -11.151 -4.481 -0.334
S 1.489 -8.559 -1.514
H 3.333 4.452 -2.684
N 0.142 -1.180 1.183
S 9.376 14.428 -6.180
C -8.974 -4.173 -3.005
B -3.454 10.355 -7.157
O -0.714 10.434 2.731
O 8.247 13.411 -5.552
N -1.957 -16.232 7.137
C -0.020 2.972 -1.581
H 4.188 -3.613 9.653
H -0.724 -11.149 -3.911
H -1.038 12.210 7.211
H 2.020 -0.909 2.024
C 2.909 -7.649 -8.502
C -5.824 3.934 -4.813
H -3.903 -3.242 13.041
H -12.318 -5.439 6.805
C -9.505 -3.038 -3.623
H 0.119 -5.090 -5.548
O 7.946 -3.174 1.745
H 11.669 13.633 -5.866
C 3.576 5.354 6.395
O 1.135 -8.902 -0.139
H 3.274 -8.164 -9.391
H 0.475 15.555 5.116
C 4.523 5.753 -9.282
O -4.460 -1.883 11.704
C -10.155 -6.913 4.707
H 8.638 -3.950 -0.677
O 8.959 14.745 -7.502
C 1.822 -6.605 -8.546
O 10.097 -2.124 1.132
C -0.681 -9.787 -2.177
H -1.170 0.236 -1.560
N -8.792 -6.881 4.265
H 3.197 -9.421 -2.965
C -2.949 -1.298 13.183
H 7.774 -6.101 3.465
C 2.835 4.118 -9.252
O 1.189 -3.824 -8.596
C -3.310 -13.177 5.521
H 0.742 14.105 3.002
C 4.026 4.537 -8.767
H -6.211 7.054 -5.329
H 4.899 5.132 4.557
H 4.715 3.841 -8.312
O 4.925 8.617 -9.426
C 0.296 14.490 5.089
O -2.907 -16.416 7.901
F -7.812 5.955 -5.457
O 3.834 8.717 -11.206
C 7.710 -5.262 2.772
S 1.419 -4.336 -7.269
H 3.868 -7.352 -8.078
C -0.862 -14.482 5.786
H -0.678 4.832 -2.208
N 1.390 4.683 -2.378
C 0.408 13.655 3.924
O -1.062 -16.963 7.119
H -1.644 -1.515 0.194
H -0.904 -1.917 2.790
H -3.170 11.374 -7.371
O 1.057 3.511 4.860
O -3.383 -1.259 9.822
O 5.183 -0.656 9.371
O 2.777 4.902 4.255
F 2.711 -2.388 9.057
H -0.600 -3.139 1.618
H 3.946 6.577 4.537
O -5.883 2.947 -4.098
C 2.789 -9.707 -1.996
C -10.548 -2.330 -3.004
H -4.266 -12.717 5.316
O 4.826 -2.339 8.114
H 3.174 1.998 -1.620
H 9.188 -3.798 3.254
C 2.464 6.345 -10.276
O 8.056 -0.687 0.934
H -10.123 -5.298 6.210
C 2.320 2.655 -1.691
H 3.751 -1.003 10.763
H -4.934 -1.976 13.705
H -2.350 -10.818 -3.169
H -13.884 -6.775 5.783
O 2.205 -5.798 -7.394
C 3.823 6.730 -9.978
H 2.452 3.162 -8.926
C 1.393 -0.567 1.213
H 1.026 4.884 -10.267
H -6.429 5.573 -7.279
H -1.657 -9.660 -4.139
H 10.984 12.914 -7.368
H -9.087 -5.598 -1.445
C -3.253 -14.422 6.052
C 4.525 -1.477 10.158
F -1.997 -1.890 13.874
H 10.476 12.417 -5.676
O -7.503 -4.824 -4.753
C -0.585 12.548 6.291
H -12.129 -2.506 -1.591
C -0.700 -0.992 0.156
C 0.762 0.847 -0.641
C -0.357 0.002 -0.888
C 2.480 3.924 -2.284
C -11.052 -7.722 4.084
C 8.745 -4.263 2.373
C -12.881 -6.945 5.420
H -10.621 -8.233 3.236
N -7.698 -4.803 -3.518
H 2.497 6.419 -2.939
H 7.380 -5.772 1.868
O 2.544 4.458 6.440
C 1.746 0.470 0.297
H 1.759 6.895 -10.882
H -0.996 10.780 5.314
H -9.111 -2.670 -4.559
H 6.342 13.463 -2.759
H -0.415 -10.613 -1.517
O -2.431 -1.142 11.847
H 5.263 -1.802 10.890
C -9.518 -4.666 -1.782
C 10.778 13.225 -6.343
C 0.172 4.166 -2.179
H -0.493 -5.733 -7.043
C -0.238 13.899 6.205
H 7.260 -2.936 -0.948
C 2.050 4.201 5.199
H 0.804 6.859 -2.807
C 0.998 2.129 -1.393
H 2.553 1.136 0.567
C -5.803 5.354 -6.414
C -1.365 -10.421 -3.415
N 4.268 8.047 -10.248
H -11.101 -1.566 -3.530
O -5.906 5.231 -4.298
H 4.374 4.957 7.021
H 1.810 -6.010 -9.459
C -0.926 -13.211 5.198
C 3.947 5.546 4.889
H 8.185 12.352 -3.757
H 6.479 14.962 -3.702
H -3.217 -0.400 13.739
H 0.857 -7.024 -8.260
O -8.196 -5.803 4.397
C -11.170 -2.913 -1.871
H -0.084 -12.678 4.782
C -3.385 -1.430 10.988
O -6.965 -5.237 -2.622
H -12.977 -8.603 4.051
C 3.989 -2.609 9.279
O 0.110 12.174 1.725
C 8.091 13.389 -4.077
C 8.335 -2.908 -0.769
O 0.326 -9.026 -2.605
H -4.181 -14.940 6.242
C 1.481 6.044 -3.063
C -6.426 5.985 -5.311
C -0.138 -4.816 -6.571
O 2.045 -3.464 -6.240
O -5.795 4.008 -6.169
*
```

E = -204746.896 eV
Kohn-Sham gap = 1.29 eV

---

Which value of E does entry 2 give? -15260.273 eV

---

Which formula does entry 4 have? C66H87BF4N7O34S4